# 1
{"formula": "C31H30CrN8O4S3", "method": "ωB97M-V with the def2-TZVPD basis set", "symbols": ["H", "C", "C", "O", "C", "C", "C", "C", "C", "N", "C", "C", "C", "C", "C", "O", "H", "H", "H", "H", "C", "C", "N", "H", "C", "N", "H", "N", "H", "O", "H", "H", "H", "H", "C", "N", "O", "H", "S", "S", "H", "H", "H", "Cr", "C", "H", "H", "C", "C", "H", "C", "H", "C", "H", "H", "C", "C", "N", "C", "C", "H", "H", "N", "S", "H", "C", "H", "N", "C", "C", "H", "H", "C", "C", "H", "H", "C"], "positions_angstrom": [[1.04468, -0.76316, 5.72839], [-1.82472, -2.43997, -1.61177], [-4.78175, 1.88090, -2.72128], [-2.99021, -4.38839, -4.51505], [1.37490, -0.97578, 3.62355], [-0.64708, -0.12009, 4.57339], [-5.92480, 1.68156, -1.95356], [1.17691, -0.37508, -2.19800], [-2.33060, -2.88698, -2.84334], [-1.80593, -1.12105, -1.56415], [-1.25859, 7.02642, -2.34945], [-2.53239, -4.24975, -3.40869], [0.82521, -0.80310, 2.36437], [-2.59970, -1.72366, -3.53292], [-6.08699, 1.82688, -4.74089], [-2.17315, -5.27702, -2.65310], [-5.60280, 0.53017, -0.18190], [-3.82587, 2.01435, -2.22244], [-4.52397, 4.04505, -1.20880], [-6.76169, 1.83421, 0.02670], [-2.39429, 2.74454, 0.56293], [-1.40321, -3.11297, -0.35008], [-2.26132, -0.70194, -2.73630], [-4.30086, 4.39717, 1.80868], [-3.96782, 4.56127, 0.77686], [1.55946, -1.09803, -1.13892], [1.46236, -0.41771, -4.21131], [0.97786, -0.74899, 0.02628], [-1.68575, 9.10998, -2.66257], [-1.32440, -4.33225, -0.28914], [-2.12776, 0.41335, 3.09302], [-1.82456, -4.98553, -1.76829], [-2.23693, 0.27979, -2.94975], [2.15642, -1.76343, -3.34051], [-1.53092, 5.05248, 0.87028], [1.60684, -0.92251, -3.35826], [-1.16384, -2.29031, 0.61679], [3.12814, -2.18031, 0.19396], [-3.38018, 0.16874, 0.74655], [-0.80425, 2.12916, 0.57039], [-2.20051, 7.66510, 1.33800], [-8.05266, 1.43308, -2.00544], [2.37439, -1.37491, 3.71842], [-1.04646, -0.32556, 0.28645], [-4.85745, 1.95348, -4.10563], [-0.90423, 4.99441, -1.74175], [-5.88902, 4.11334, -0.08769], [-1.94178, 7.48477, 0.29909], [-7.23395, 1.64151, -3.98156], [-4.00801, 5.62700, 0.56239], [-5.81724, 1.56069, -0.44705], [-1.25874, 0.16295, 5.41814], [-7.15270, 1.57949, -2.59474], [3.67795, -1.10661, 1.48383], [-8.19694, 1.54965, -4.46853], [-4.84456, 3.81441, -0.18762], [-1.13838, 0.02648, 3.29242], [-0.41748, -0.31250, 2.22186], [-3.51817, 1.87003, 0.43273], [-1.21164, 5.98950, -1.43089], [-2.98796, -1.58100, -4.52872], [-1.60878, 5.40951, 1.90264], [-2.60426, 4.09532, 0.59632], [0.32835, 1.10644, -2.22428], [-0.59108, 4.52006, 0.77416], [0.62952, -0.63288, 4.73649], [-6.15152, 1.88885, -5.82014], [-4.74281, 2.38845, 0.08596], [-1.98776, 8.52913, -0.61978], [1.56612, -1.10336, 1.12109], [-3.95844, 2.11918, -4.68782], [-0.98415, 6.84538, -3.38149], [-1.64862, 8.29989, -1.94471], [2.88456, -1.79432, 1.17689], [2.84939, -2.61642, 1.89460], [-2.28780, 9.51907, -0.29876], [-1.55602, 6.21148, -0.09795]], "relative_energy_kcal_mol": 11.3, "spin_multiplicity": 5, "s2": 6.0479, "e_homo_ev": [-6.54, -7.50], "energy_ha": -4177.50169, "homo_lumo_gap_ev": [6.2, 6.7]}

=====

# 2
{"formula": "C4H4ClOPS", "method": "ωB97M-V with the def2-TZVPD basis set", "symbols": ["C", "H", "C", "C", "S", "H", "O", "H", "Cl", "H", "P", "C"], "positions_angstrom": [[-0.64826, -0.27302, 0.96797], [-2.28453, 0.45444, 2.13146], [-1.86575, 0.34428, 1.11314], [-2.54551, 0.44555, -0.11145], [-1.58482, -0.18141, -1.47750], [3.29700, 0.72546, -2.22386], [2.86748, 0.59020, -1.34310], [-3.51312, 0.48882, -0.35107], [3.81724, -0.90411, 0.75745], [0.08948, -0.27190, 1.80054], [2.71066, -0.93348, -0.94707], [-0.33986, -0.48483, -0.31649]], "relative_energy_kcal_mol": 74.1, "e_homo_ev": [-8.88, -8.02], "energy_ha": -1429.67710, "homo_lumo_gap_ev": [8.2, 7.2]}